(1)
The following is a quantum chemistry calculation of a molecular structure, C25H23AsN3ReSbSe4, from OMol25.

Summary:
- HOMO (eV) = -14.97
- total energy (hartree) = -13289.766181
- Kohn-Sham gap (eV) = 5.336
- energy above the lowest of the compared OMol25 structures with the same formula, charge and spin (kcal/mol) = 0.00

The geometry in ORCA input format:
```
! wB97M-V def2-TZVPD RIJCOSX def2/J DEFGRID3
* xyz 3 1
Re 0.1074 -1.0938 -0.0714
Sb -13.2809 -2.4912 -0.9701
Se -13.1477 -2.6625 -3.2174
Se -2.0338 -0.6421 -0.3016
Se -13.4731 -2.3310 1.2734
Se 0.5045 -3.2407 -0.1240
As 2.1985 0.4526 0.4364
N 0.6820 -0.5032 -2.0304
N 0.9492 1.1460 9.6150
N 1.4888 -0.5420 -4.0752
C 4.3384 2.8614 3.9447
C 0.6735 0.5016 7.1268
C 0.2748 -0.4877 3.0773
C 1.2900 -1.2353 -2.9587
C -0.4042 0.8433 5.0103
C 0.2068 -0.7676 1.8922
C 0.8277 0.8584 8.5104
C 3.4261 -0.5084 1.5701
C -0.1071 1.9193 -2.0813
C -0.1370 3.0271 -2.9057
C 1.3166 -0.8535 5.2543
C 5.2356 3.6647 3.2524
C 0.3849 2.9935 -4.2090
C 2.9555 2.7069 1.9772
C 1.7419 2.1576 1.2874
C 1.4566 -0.5186 6.5858
C 3.8542 3.5193 1.2908
C 0.3873 -0.1713 4.4587
C 0.9876 0.7417 -3.8940
C -0.2576 1.1805 6.3405
C 3.2038 2.3818 3.3095
C 0.4726 0.7627 -2.5997
C 0.9541 1.8503 -4.7311
C 3.3222 0.9091 -1.0689
C 4.9908 3.9968 1.9273
H 5.6783 4.6390 1.3937
H -0.5257 1.9570 -1.0843
H 2.1654 -1.0406 7.2133
H 3.6242 0.0060 -1.5965
H 1.3498 1.8213 -5.7371
H 3.8359 -1.3434 1.0039
H -0.8591 1.9640 6.7796
H 4.5199 2.6182 4.9831
H 0.3342 3.8848 -4.8187
H 3.6534 3.8044 0.2635
H 1.3892 2.8041 0.4829
H 4.2220 0.1848 1.8417
H 6.1183 4.0425 3.7500
H 2.4980 1.7642 3.8563
H 2.8200 1.5991 -1.7421
H 1.5892 -2.2634 -2.8392
H 1.9147 -1.6485 4.8292
H 2.9195 -0.8659 2.4603
H -1.1270 1.3606 4.3939
H 1.9181 -0.9085 -4.9128
H -0.5801 3.9447 -2.5437
H 0.9237 1.9582 1.9763
H 4.2091 1.3885 -0.6533
*
```



(2)
The following is a quantum chemistry calculation of a molecular structure, C25H23BrN2O2PS2Ti in a non-equilibrium geometry, from OMol25.

Summary:
- HOMO (alpha / beta) (eV) = -2.28 / -3.93
- expectation value of S² = 2.08
- total energy (hartree) = -5787.933316
- Kohn-Sham gap (alpha / beta) (eV) = 4.594 / 6.236
- energy above the lowest of the compared OMol25 structures with the same formula, charge and spin (kcal/mol) = 13.53

The geometry in ORCA input format:
```
! wB97M-V def2-TZVPD RIJCOSX def2/J DEFGRID3
* xyz -1 3
Br 1.8803 7.0781 -0.4081
Ti -0.2224 0.0391 -0.2255
S -0.3619 0.5144 -2.6006
S -2.6297 -0.3614 -0.5287
P -0.7732 -0.4969 3.1479
O 0.0035 -0.7279 1.8795
O -0.4911 1.6606 0.6739
N 1.7054 0.5403 -0.3556
N 0.4953 -1.8149 -0.5648
C 3.9149 -0.4985 -0.8017
C 4.6277 -1.6730 -1.0215
C -3.6216 2.2097 -0.8926
C 1.3202 2.9526 -0.1641
C 1.8405 4.2312 -0.4090
C -0.0451 0.8337 4.0887
C 1.1385 5.3559 -0.0435
C 2.5223 -0.5452 -0.6297
C 2.1099 1.8001 -0.5193
C -2.6510 1.2692 -1.2500
C -0.6243 4.0108 0.8363
C -2.4914 -0.0576 3.0099
C -3.6505 3.4833 -1.4510
C 2.6039 -3.0022 -0.8850
C 0.5138 -4.1999 -0.6554
C -0.0971 5.2673 0.5868
C -2.6861 3.8460 -2.3815
C -1.7001 2.9324 -2.7401
C -0.7186 -1.9582 4.1800
C 1.8838 -4.2183 -0.8546
C 1.8574 -1.8059 -0.6997
C -0.1496 -2.9957 -0.5193
C 4.0024 -2.9097 -1.0614
C 0.0450 2.8535 0.4492
C -1.6603 1.6441 -2.1893
H 4.4407 0.4436 -0.7272
H -0.6142 1.0305 4.9998
H 2.8075 4.3240 -0.8910
H 5.7051 -1.6181 -1.1428
H -3.0292 -0.8201 2.4511
H -1.2486 -1.8193 5.1250
H -4.3697 1.9220 -0.1631
H -0.0571 -5.1200 -0.6272
H 0.9849 0.5787 4.3386
H -1.6004 3.9021 1.2942
H 4.5756 -3.8179 -1.2181
H -1.1735 -2.7743 3.6150
H -0.6394 6.1608 0.8659
H -1.2221 -2.9431 -0.4177
H 2.4175 -5.1560 -0.9808
H -4.4180 4.1917 -1.1501
H 3.0770 1.9839 -0.9722
H -2.5708 0.8697 2.4422
H 0.3258 -2.2081 4.3688
H -0.0461 1.7186 3.4477
H -0.9257 3.2104 -3.4470
H -2.9097 0.0587 4.0141
H -2.6888 4.8409 -2.8137
*
```



(3)
The following is a quantum chemistry calculation of a single C25H23ClN2O5S molecule, from OMol25.

Summary:
- HOMO (eV) = -8.89
- total energy (hartree) = -2310.552861
- Kohn-Sham gap (eV) = 8.762
- energy above the lowest of the compared OMol25 structures with the same formula, charge and spin (kcal/mol) = 3.25
- structure (SMILES) = C=CCNC(=O)COC(=O)c1ccc(Cl)c(S(=O)(=O)N(Cc2ccccc2)c2ccccc2)c1

The geometry in ORCA input format:
```
! wB97M-V def2-TZVPD RIJCOSX def2/J DEFGRID3
* xyz 0 1
Cl -2.2502 -2.5267 2.2470
S -1.9123 0.5038 1.0433
O 3.6207 -1.8289 -0.6989
O -3.2064 0.0209 1.4159
O 2.5828 -0.0930 -1.6813
O -1.2261 1.3625 1.9589
O 5.8740 0.8829 -0.9578
N 4.6487 0.1252 0.7913
N -2.0048 1.2385 -0.4611
C -0.5591 3.1405 -0.1449
C 4.4729 1.3833 1.4964
C -0.9032 -2.1334 1.2788
C 1.3399 -1.5065 -0.2307
C 0.3413 -0.5622 -0.0236
C -1.5288 -1.1294 -2.3242
C 5.1854 0.0362 -0.4422
C -2.9817 -3.1626 -1.1390
C 4.8655 -1.2989 -1.1432
C -0.3153 4.4996 -0.2084
C -2.6391 -0.8179 -1.5470
C -1.1415 -2.4454 -2.4955
C 2.1957 1.6778 2.4690
C -3.0104 0.6213 -1.3171
C 3.0205 1.7665 1.4420
C 1.2002 -2.7831 0.3103
C 0.0796 -3.0967 1.0505
C -1.2903 5.3660 -0.6732
C 2.5465 -1.0641 -0.9723
C -2.5183 4.8620 -1.0636
C -0.7735 -0.8668 0.7272
C -1.7944 2.6308 -0.5317
C -2.7768 3.5047 -0.9879
C -1.8641 -3.4646 -1.8975
C -3.3689 -1.8446 -0.9648
H -4.0023 0.6807 -0.8541
H -1.5602 -4.4924 -2.0288
H -3.0134 1.1630 -2.2664
H 2.5493 1.3770 3.4431
H 5.6190 -2.0500 -0.9016
H -4.2308 -1.6081 -0.3600
H -1.0959 6.4262 -0.7281
H -0.2749 -2.6754 -3.0973
H 5.0986 2.1195 0.9867
H -0.9638 -0.3343 -2.7880
H 4.0836 -0.6414 1.1276
H 4.8506 -1.1151 -2.2212
H 0.2015 2.4731 0.2231
H 2.6708 2.0593 0.4610
H -0.0466 -4.0795 1.4749
H 1.9698 -3.5208 0.1449
H -3.2893 5.5285 -1.4212
H 4.8086 1.2647 2.5305
H 1.1447 1.9043 2.3988
H 0.4446 0.4217 -0.4521
H -3.5520 -3.9544 -0.6771
H 0.6463 4.8805 0.1011
H -3.7472 3.1314 -1.2766
*
```